# 1
C23H28N2O5 | ωB97M-V with the def2-TZVPD basis set

- Kohn-Sham gap (Eh) = 0.344
- DFT total energy (a.u.) = -1379.0133
- E_HOMO (eV) = -8.7
- LUMO level (eV) = 0.649
- multiplicity = 1
- energy above the lowest of the compared OMol25 structures with the same formula, charge and spin (kJ/mol) = 64.5

Geometry (Å):
1 C -3.205 3.700 -3.224
2 O -1.893 3.693 -2.679
3 C -1.582 2.659 -1.911
4 O -2.334 1.758 -1.639
5 C -0.159 2.779 -1.364
6 C -0.218 3.356 0.058
7 C -0.987 4.647 0.063
8 C -0.375 5.833 -0.323
9 C -1.096 7.013 -0.372
10 C -2.440 7.020 -0.040
11 C -3.057 5.843 0.347
12 C -2.334 4.665 0.398
13 N 0.460 1.473 -1.348
14 C 0.451 0.730 -2.476
15 O 0.107 1.171 -3.555
16 C 0.921 -0.702 -2.271
17 C -0.282 -1.629 -2.058
18 C -1.135 -1.252 -0.836
19 C -0.303 -1.281 0.427
20 O 0.312 -0.313 0.851
21 N -0.271 -2.474 1.048
22 C 0.578 -2.752 2.187
23 C 1.621 -3.790 1.859
24 C 2.359 -3.684 0.690
25 C 3.311 -4.643 0.385
26 C 3.534 -5.702 1.240
27 C 2.801 -5.814 2.422
28 O 3.096 -6.891 3.201
29 C 2.409 -7.053 4.418
30 C 1.840 -4.856 2.722
31 H -3.290 4.616 -3.802
32 H -3.946 3.681 -2.422
33 H -3.349 2.826 -3.863
34 H 0.395 3.447 -2.033
35 H -0.703 2.623 0.706
36 H 0.803 3.512 0.411
37 H 0.673 5.830 -0.586
38 H -0.609 7.929 -0.673
39 H -3.004 7.940 -0.081
40 H -4.106 5.843 0.609
41 H -2.820 3.746 0.696
42 H 0.523 0.996 -0.449
43 H 1.599 -0.748 -1.419
44 H 1.453 -1.019 -3.169
45 H 0.079 -2.657 -1.951
46 H -0.917 -1.583 -2.944
47 H -1.548 -0.251 -0.977
48 H -1.965 -1.956 -0.751
49 H -0.750 -3.259 0.634
50 H 1.055 -1.802 2.447
51 H -0.036 -3.080 3.032
52 H 2.193 -2.851 0.025
53 H 3.885 -4.561 -0.526
54 H 4.272 -6.456 1.020
55 H 2.578 -6.207 5.092
56 H 1.334 -7.185 4.259
57 H 2.817 -7.957 4.868
58 H 1.257 -4.921 3.628

Atom charges from the natural (NBO) analysis, given in e for atoms 1 to 5: C -0.26; O -0.50; C 0.83; O -0.63; C -0.14

# 2
C2H6AlO2SSi | ωB97M-V with the def2-TZVPD basis set

- net charge = +3
- Kohn-Sham gap (Eh) = 0.138
- DFT total energy (a.u.) = -1158.9166
- E_HOMO (eV) = -23.0
- LUMO level (eV) = -19.242
- multiplicity = 1

Geometry (Å):
1 O 1.709 -0.329 2.076
2 C 1.520 -0.079 0.923
3 O 2.178 0.799 0.240
4 C 0.410 -0.989 0.301
5 Si -1.120 0.014 -0.457
6 S -2.311 0.972 1.058
7 H 2.005 0.747 -0.708
8 H 0.886 -1.508 -0.536
9 H 0.038 -1.739 0.997
10 H -0.546 0.970 -1.503
11 H -1.946 -0.978 -1.170
12 H -1.603 0.902 2.226
13 Al -1.220 1.219 -3.447

Atom charges from the natural (NBO) analysis, given in e for atoms 1 to 5: O -0.09; C 0.78; O -0.51; C -0.72; Si 0.88

# 3
C3H11N2S | ωB97M-V with the def2-TZVPD basis set

- net charge = +1
- Kohn-Sham gap (Eh) = 0.294
- DFT total energy (a.u.) = -628.3508
- E_HOMO (eV) = -11.7
- LUMO level (eV) = -3.737
- multiplicity = 1
- energy above the lowest of the compared OMol25 structures with the same formula, charge and spin (kJ/mol) = 69.3

Geometry (Å):
1 C -0.397 -2.876 -0.209
2 N 1.019 0.212 -1.596
3 C 0.186 -0.753 -1.276
4 N 0.487 -1.742 -0.486
5 H 0.088 -3.798 -0.514
6 H -1.317 -2.741 -0.759
7 H -0.601 -2.915 0.858
8 H 2.001 0.159 -1.371
9 H 0.686 1.058 -2.030
10 H -0.800 -0.740 -1.713
11 H 1.381 -1.725 -0.017
12 C -0.622 2.600 1.035
13 S 0.533 3.168 2.329
14 H -0.953 3.461 0.467
15 H -0.099 1.878 0.420
16 H -1.491 2.133 1.490
17 H -0.101 2.622 3.371

Atom charges from the natural (NBO) analysis, given in e for atoms 1 to 5: C -0.41; N -0.72; C 0.40; N -0.49; H 0.24